Record 1
54
Properties=species:S:1:pos:R:3:nbo_charge:R:1 method="wB97M-V/def2-TZVPD" energy_ev=-584084.0842 homo_lumo_gap_ev=5.45 charge=-1 e_homo_ev=-3.75
C -5.75243 -2.70604 -2.62400 -0.612
C -6.55106 -2.52345 -1.28199 -0.387
C -5.66168 -3.08767 -0.12951 -0.396
C -6.10579 -2.65995 1.30821 -0.930
Al -4.35504 -2.36333 2.39139 0.744
B -3.67384 -0.44465 1.80827 0.571
N -4.65695 0.66726 1.77369 -1.124
O -2.29603 -0.25688 1.42869 -0.983
H -4.79710 -2.15948 -2.55159 0.197
H -6.33957 -2.39964 -3.50155 0.190
H -5.49680 -3.77916 -2.67309 0.197
H -7.43105 -3.18728 -1.36488 0.181
H -6.87056 -1.48381 -1.12666 0.187
H -5.71775 -4.18922 -0.18093 0.191
H -4.61219 -2.80536 -0.35555 0.173
H -6.66118 -3.48783 1.78882 0.196
H -6.76067 -1.76706 1.30242 0.180
H -4.68172 -2.45973 3.95717 -0.394
H -3.26337 -3.45569 1.91879 -0.400
H -4.62653 1.05820 0.82879 0.358
H -5.57585 0.26568 1.89623 0.378
H -2.19781 -0.73407 0.60677 0.489
Br 0.28463 0.44088 -0.90209 -0.023
C 0.42390 1.58037 0.66922 -0.453
C 1.12005 2.87771 0.35437 -0.439
Br 3.04740 2.62484 0.19385 -0.039
H 0.93201 0.99984 1.43319 0.230
H -0.60501 1.75732 0.98077 0.264
H 0.99168 3.58740 1.16977 0.229
H 0.78323 3.33153 -0.57332 0.231
Br 6.57346 2.61926 -0.75055 -0.019
C 6.99954 0.72033 -0.67688 -0.443
C 5.95914 -0.03309 0.10888 -0.455
Br 6.17617 0.23631 2.02753 -0.027
H 8.00073 0.63389 -0.26461 0.229
H 7.00679 0.38641 -1.71297 0.229
H 6.06634 -1.10461 -0.04172 0.236
H 4.94367 0.26332 -0.13799 0.249
Br 1.57885 -5.02439 0.91686 0.003
C 3.07080 -3.94310 1.54659 -0.453
C 2.95799 -2.51792 1.07379 -0.445
Br 3.44770 -2.34940 -0.80550 -0.031
H 3.98018 -4.43172 1.20869 0.224
H 3.01884 -3.98898 2.63298 0.231
H 3.65980 -1.87984 1.61063 0.228
H 1.95453 -2.11288 1.17387 0.247
Br 1.85270 6.89478 -2.05008 -0.019
C 3.66732 6.53262 -2.66128 -0.444
C 4.40499 5.64237 -1.69704 -0.457
Br 4.98622 6.62541 -0.11807 -0.022
H 4.14936 7.49499 -2.80690 0.228
H 3.55061 6.03844 -3.62426 0.228
H 5.32008 5.26332 -2.14975 0.228
H 3.80671 4.80711 -1.34443 0.251

=====

Record 2
9
Properties=species:S:1:pos:R:3:lowdin_spin:R:1 method="wB97M-V/def2-TZVPD" energy_ev=-56460.6861 relative_energy_kcal_mol=16.6 homo_lumo_gap_ev="7.84 / 7.01" spin_multiplicity=7 s2=12.69 charge=+3 e_homo_ev="-24.64 / -24.63"
Tb 1.84270 -2.27624 -0.10612 6.061
F -0.27231 -1.42850 -0.15827 -0.026
N -0.32363 1.19983 0.26722 0.000
S -1.35112 -0.11310 0.13582 -0.002
O -1.87807 -0.39616 1.42609 -0.001
O -2.06190 -0.01881 -1.09252 -0.001
S 1.30452 1.23572 0.32893 -0.001
O 0.73401 1.83934 -0.97819 -0.001
O 2.00581 -0.04207 0.17705 -0.030

=====

Record 3
85
Properties=species:S:1:pos:R:3:mulliken_charge:R:1 method="wB97M-V/def2-TZVPD" energy_ev=-86906.2725 relative_energy_kcal_mol=0.0 homo_lumo_gap_ev=7.65 charge=+1 e_homo_ev=-10.19
Sc 0.50370 0.50928 0.06138 -1.113
C -1.86034 -2.17877 -2.14416 -0.622
C -0.96435 -3.00820 -1.28295 0.834
C -0.94205 -4.39212 -1.48832 -0.832
C -0.14015 -5.19934 -0.71646 -0.585
C 0.64657 -4.59276 0.25331 -1.003
C 0.56891 -3.21922 0.40007 0.016
N -0.21805 -2.42492 -0.33726 0.502
Sb 1.89205 -2.39444 1.84543 0.997
C 0.47959 -1.02078 2.77244 -0.399
C 0.41210 -1.21683 4.14280 -0.741
C -0.41264 -0.40815 4.91353 -0.845
C -1.13248 0.58393 4.28872 -1.046
C -1.03149 0.74084 2.90916 0.847
C -1.77704 1.85105 2.23964 -1.106
N -0.25835 -0.06799 2.16860 1.438
C 3.10192 -1.15311 0.54690 0.007
C 4.44385 -1.48499 0.64949 -0.944
C 5.37462 -0.78150 -0.10125 -0.689
C 4.93331 0.24392 -0.90536 -1.049
C 3.57443 0.54509 -0.96445 0.948
C 3.09385 1.72134 -1.74695 -0.799
N 2.67633 -0.17514 -0.27110 1.088
H -1.91875 -2.61136 -3.14225 0.374
H -2.87122 -2.17672 -1.73208 0.305
H -1.50464 -1.15328 -2.20663 -0.760
H -1.56315 -4.81144 -2.26767 0.486
H -0.11375 -6.26927 -0.86852 0.433
H 1.31312 -5.17628 0.87469 0.449
H 1.00664 -1.99171 4.60990 0.497
H -0.47702 -0.54780 5.98386 0.430
H -1.77133 1.25117 4.84961 0.577
H -2.79018 1.92506 2.63563 0.623
H -1.26597 2.79611 2.43468 0.401
H -1.84883 1.71567 1.16149 -0.352
H 4.76160 -2.27958 1.31271 0.485
H 6.42733 -1.02160 -0.03950 0.422
H 5.62743 0.83516 -1.48486 0.504
H 3.85524 2.05818 -2.44721 0.591
H 2.17975 1.47730 -2.28795 -0.164
H 2.87946 2.54294 -1.05781 0.059
C -1.29748 4.27509 -1.71441 -1.135
C -0.70452 5.31879 -1.01938 -0.699
C 0.21646 5.03841 -0.02959 -1.268
C 0.53597 3.71400 0.26747 0.487
N -0.04833 2.70949 -0.41531 1.459
C -0.93011 2.98728 -1.38251 0.142
C 1.50100 3.29744 1.30812 0.960
C 2.15217 4.24485 2.10417 -0.906
C 3.04620 3.83605 3.07559 -1.059
C 3.28641 2.47869 3.24756 -1.044
C 2.63492 1.55415 2.44474 0.080
C 1.72223 1.91659 1.44880 1.102
H -2.02068 4.44501 -2.49809 0.490
H -0.95529 6.34552 -1.24815 0.448
H 0.68601 5.84526 0.51046 0.482
H -1.33471 2.13373 -1.90357 -0.393
H 1.97251 5.30407 1.97771 0.411
H 3.55131 4.56662 3.69110 0.416
H 3.98356 2.14448 4.00451 0.500
H 2.86800 0.50385 2.62292 0.080
I -3.78322 1.13164 -3.03057 0.098
C -4.20412 0.50781 -1.07267 -0.056
C -5.54090 0.46966 -0.68580 -0.605
C -5.84086 -0.05881 0.55443 -0.410
C -4.80442 -0.54387 1.34303 -0.957
C -3.51385 -0.44194 0.86234 -0.449
N -3.20178 0.09875 -0.32083 0.226
H -6.31238 0.82766 -1.34974 0.460
H -6.86732 -0.11030 0.89043 0.411
H -4.99080 -0.99458 2.30594 0.497
H -2.67841 -0.82456 1.43894 0.669
C 0.11001 0.14860 -2.05293 -0.437
C 0.04638 0.04998 -3.26672 0.937
C -0.03802 -0.02899 -4.69375 0.116
C 0.20146 1.10457 -5.47274 -0.195
C 0.11883 1.03526 -6.85203 -0.743
C -0.20590 -0.16298 -7.47186 -0.458
C -0.44671 -1.29427 -6.70528 -0.734
C -0.36308 -1.23090 -5.32536 -0.287
H 0.45055 2.03884 -4.98443 0.471
H 0.30724 1.91887 -7.44635 0.398
H -0.27006 -0.21520 -8.54925 0.402
H -0.69899 -2.22979 -7.18525 0.410
H -0.54512 -2.11141 -4.72366 0.417

=====

Record 4
54
Properties=species:S:1:pos:R:3:nbo_charge:R:1 method="wB97M-V/def2-TZVPD" energy_ev=-35880.4166 relative_energy_kcal_mol=41.8 homo_lumo_gap_ev=8.60 smiles="COc1ccc(CCNC(=O)c2cc(-c3cc(C)c(C)cc3O)n[nH]2)cc1OC" charge=0 e_homo_ev=-7.95
C -0.74769 -2.23180 -1.70376 -0.256
O 0.25503 -2.47978 -0.74772 -0.514
C 1.37501 -1.68695 -0.74652 0.209
C 1.51705 -0.56950 -1.55956 -0.230
C 2.63864 0.23819 -1.49074 -0.240
C 3.66348 -0.05073 -0.60416 -0.023
C 4.81952 0.89547 -0.42980 -0.436
C 4.64353 1.70956 0.87370 -0.217
N 3.24979 2.01525 1.10435 -0.597
C 2.61739 3.02599 0.46066 0.652
O 3.17917 3.99021 -0.02664 -0.621
C 1.15331 2.86508 0.39433 0.037
C 0.31643 1.78503 0.60923 -0.298
C -0.96653 2.22492 0.22240 0.121
C -2.20985 1.47119 0.21791 -0.113
C -2.22337 0.13140 0.60934 -0.184
C -3.37463 -0.63257 0.60668 -0.052
C -3.32906 -2.06963 1.03207 -0.630
C -4.57881 -0.04040 0.20531 0.012
C -5.85155 -0.82888 0.19591 -0.630
C -4.58027 1.28619 -0.18389 -0.257
C -3.42005 2.05572 -0.19013 0.337
O -3.51948 3.33758 -0.59249 -0.682
N -0.89556 3.49359 -0.19354 -0.307
N 0.37262 3.85683 -0.08855 -0.284
C 3.53854 -1.17966 0.19191 -0.264
C 2.42385 -2.00995 0.13684 0.271
O 2.46248 -3.05556 1.01405 -0.501
C 1.63483 -4.18298 0.83244 -0.240
H -1.48230 -3.02263 -1.56035 0.200
H -0.35292 -2.28530 -2.72305 0.179
H -1.23016 -1.26231 -1.54347 0.190
H 0.72946 -0.30230 -2.24503 0.221
H 2.70144 1.10773 -2.12750 0.217
H 4.84806 1.58389 -1.27479 0.220
H 5.76566 0.35533 -0.38730 0.220
H 5.00717 1.14296 1.73274 0.201
H 5.18728 2.65273 0.80375 0.232
H 2.68419 1.22543 1.37548 0.400
H 0.58466 0.81558 0.97422 0.228
H -1.29945 -0.32761 0.92833 0.202
H -2.30676 -2.37633 1.23787 0.215
H -3.92314 -2.22174 1.93316 0.216
H -3.73643 -2.71613 0.25543 0.210
H -5.77496 -1.67277 -0.48949 0.216
H -6.06198 -1.22730 1.18774 0.218
H -6.68670 -0.20661 -0.11354 0.219
H -5.49568 1.76415 -0.49779 0.217
H -2.63218 3.74802 -0.55261 0.510
H 0.68684 4.77560 -0.36250 0.430
H 4.31607 -1.44933 0.89025 0.222
H 0.59058 -3.96410 1.06401 0.186
H 1.70367 -4.57163 -0.18612 0.178
H 2.01372 -4.92914 1.53096 0.189

=====

Record 5
47
Properties=species:S:1:pos:R:3:nbo_charge:R:1 method="wB97M-V/def2-TZVPD" energy_ev=-30126.2744 relative_energy_kcal_mol=53.2 homo_lumo_gap_ev=5.95 charge=-1 e_homo_ev=-3.43
I 1.11769 -4.77029 -2.30379 -1.000
C 3.20266 0.61685 3.79826 -0.628
C 3.34258 1.54890 2.58496 -0.070
C 4.63801 1.40734 1.82057 -0.065
O 4.62169 2.38881 0.81278 -0.542
C 5.88106 3.01111 0.48786 -0.243
N 2.25622 1.20280 1.64252 -0.774
H 4.01603 0.63817 4.52356 0.204
H 3.05771 -0.39288 3.41413 0.201
H 2.24060 0.80194 4.27605 0.207
H 3.18352 2.55075 2.98383 0.186
H 4.78274 0.42180 1.37801 0.178
H 5.43538 1.66753 2.51670 0.159
H 6.51407 2.17778 0.18299 0.166
H 6.33535 3.43824 1.38188 0.154
H 5.87989 3.79412 -0.27043 0.197
H 1.43863 1.09669 2.22595 0.336
H 2.51764 0.23527 1.51742 0.335
C -5.41636 -0.98041 -2.64344 -0.633
C -4.81389 0.30511 -2.11935 -0.070
C -4.90131 0.48535 -0.58157 -0.057
O -4.35655 1.73759 -0.21254 -0.516
C -4.50011 1.95501 1.15816 -0.246
N -3.44418 0.36564 -2.61156 -0.809
H -5.37076 -1.13034 -3.72211 0.213
H -6.48635 -0.91656 -2.44555 0.195
H -5.13643 -1.92317 -2.17341 0.218
H -5.29799 1.19832 -2.51421 0.187
H -4.41122 -0.35296 -0.08647 0.167
H -5.94408 0.39094 -0.27852 0.155
H -5.54439 1.90946 1.46717 0.149
H -4.12743 2.92724 1.48063 0.189
H -4.04791 1.23292 1.83802 0.165
H -2.95505 -0.50867 -2.48335 0.352
H -3.49047 0.26356 -3.61532 0.340
C -2.97151 -5.85853 3.34404 -0.244
O -2.23003 -4.64500 3.33356 -0.729
H -2.25416 -6.53880 2.88497 0.173
H -3.20904 -6.15992 4.36425 0.160
H -3.93853 -5.91699 2.84451 0.160
H -1.51932 -4.74605 2.69616 0.479
C 4.65223 0.93806 -5.59905 -0.249
O 3.33905 1.12004 -5.02095 -0.725
H 5.43144 0.79550 -4.85032 0.165
H 4.62576 0.12476 -6.32427 0.167
H 4.91900 1.84288 -6.14516 0.167
H 2.93809 0.25009 -4.95759 0.475